{
  "formula": "CH3ClIN",
  "method": "ωB97M-V/def2-TZVPD",
  "gap_ev": 7.708,
  "total_charge": 0,
  "e_lumo_ev": -1.38,
  "homo_ev": -9.1,
  "relative_energy_kcal_mol": 62.3,
  "symbols": ["C", "N", "Cl", "I", "H", "H", "H"],
  "coordinates": [[-2.223, -0.429, 0.457], [1.626, 0.037, -0.017], [-1.279, -1.603, -0.248], [-2.487, 1.295, -0.660], [1.292, 0.826, -0.554], [0.884, -0.564, 0.263], [2.187, 0.438, 0.758]]
}

{
  "formula": "CH2N4O2",
  "method": "ωB97M-V/def2-TZVPD",
  "gap_ev": 8.245,
  "total_charge": 0,
  "e_lumo_ev": -0.72,
  "homo_ev": -9.0,
  "relative_energy_kcal_mol": 145.4,
  "smiles": "ON1N=CN=NO1",
  "symbols": ["O", "N", "N", "C", "N", "N", "O", "H", "H"],
  "coordinates": [[-0.500, 2.107, 0.278], [-0.784, 0.927, -0.407], [0.068, -0.019, -0.378], [-0.505, -1.260, -0.290], [-1.655, -1.314, 0.276], [-2.448, -0.449, 0.419], [-2.085, 0.854, -0.540], [-0.997, 2.076, 1.180], [-0.060, -2.226, -0.453]]
}

{
  "formula": "C5H15ClN2OP",
  "method": "ωB97M-V/def2-TZVPD",
  "gap_ev": 7.778,
  "total_charge": 1,
  "e_lumo_ev": -4.21,
  "homo_ev": -12.0,
  "relative_energy_kcal_mol": 4.3,
  "symbols": ["C", "C", "C", "C", "C", "N", "N", "O", "P", "Cl", "H", "H", "H", "H", "H", "H", "H", "H", "H", "H", "H", "H", "H", "H", "H"],
  "coordinates": [[2.972, -0.523, 2.139], [3.411, -1.721, -0.086], [-3.557, 1.434, 0.201], [-2.720, 0.460, -1.940], [-1.341, 1.665, -0.435], [2.489, -1.241, 0.978], [-2.517, 1.331, -0.802], [0.618, -1.211, -0.858], [1.431, -0.173, 0.137], [-0.175, 0.085, 1.366], [3.715, -1.041, 2.770], [3.487, 0.429, 1.799], [2.154, -0.201, 2.792], [3.819, -2.709, 0.266], [2.825, -1.898, -1.002], [4.294, -1.144, -0.232], [-3.546, 0.442, 0.821], [-3.299, 2.256, 0.932], [-4.599, 1.558, -0.145], [-3.651, -0.094, -1.989], [-2.624, 0.953, -2.950], [-2.024, -0.307, -2.244], [-1.237, 2.388, 0.335], [-0.480, 1.406, -1.008], [0.555, -2.144, -0.846]]
}

{
  "formula": "C13H22BrN5OS",
  "method": "ωB97M-V/def2-TZVPD",
  "gap_ev": 8.265,
  "total_charge": 0,
  "e_lumo_ev": 0.30,
  "homo_ev": -8.0,
  "relative_energy_kcal_mol": 355.9,
  "symbols": ["C", "C", "C", "C", "N", "C", "S", "N", "H", "N", "C", "O", "C", "H", "H", "C", "N", "C", "C", "C", "N", "C", "H", "H", "H", "Br", "C", "H", "H", "H", "H", "H", "H", "H", "H", "H", "H", "H", "H", "H", "H", "H", "H"],
  "coordinates": [[0.900, 4.914, -3.320], [1.942, 3.985, -2.812], [1.478, 2.448, -2.630], [0.544, 2.450, -1.489], [0.080, 1.228, -1.225], [-0.700, 0.544, -1.995], [-1.632, 1.364, -2.992], [-1.066, -0.864, -1.810], [-1.712, -1.375, -2.383], [-0.184, -1.612, -0.849], [-0.286, -3.145, -1.049], [-1.011, -3.627, -1.913], [0.311, -3.483, 0.328], [1.379, -3.221, 0.451], [0.515, -4.644, -0.070], [-0.312, -3.655, 1.480], [-0.488, -2.301, 2.304], [-1.112, -2.150, 3.352], [-1.097, -0.993, 3.673], [-0.098, -0.385, 2.575], [-0.020, -1.282, 1.693], [0.425, 0.995, 2.281], [1.360, 0.952, 2.092], [0.286, 1.588, 3.261], [-0.549, 1.397, 1.477], [-1.713, 0.014, 5.195], [-1.952, -3.084, 4.166], [-2.451, -2.974, 4.929], [-1.169, -4.010, 4.344], [-2.678, -3.651, 3.511], [-0.089, -4.530, 2.162], [-1.579, -3.974, 1.202], [0.063, -1.278, 0.037], [0.968, 0.596, -0.941], [-0.338, 3.044, -1.756], [1.052, 2.638, -0.678], [2.251, 1.977, -2.556], [1.304, 2.169, -3.591], [2.448, 4.392, -2.069], [2.854, 3.967, -3.872], [0.253, 5.092, -2.443], [0.568, 4.483, -4.349], [1.256, 6.001, -3.720]]
}

{
  "formula": "C13H19BrN2O11",
  "method": "ωB97M-V/def2-TZVPD",
  "gap_ev": 9.941,
  "total_charge": 0,
  "e_lumo_ev": 0.25,
  "homo_ev": -9.7,
  "smiles": "CC(=O)N(C)[C@](Br)(CC(=O)O)OC(N)=O.O=C1OCCO1.O=C1OCCO1",
  "symbols": ["C", "C", "O", "N", "C", "C", "Br", "C", "C", "O", "O", "O", "C", "N", "O", "H", "H", "H", "H", "H", "H", "H", "H", "H", "H", "H", "O", "C", "O", "C", "C", "O", "H", "H", "H", "H", "O", "C", "O", "C", "C", "O", "H", "H", "H", "H"],
  "coordinates": [[1.055, 0.974, -0.171], [0.633, -0.357, 0.385], [0.821, -0.669, 1.533], [0.009, -1.307, -0.514], [0.794, -1.417, -1.760], [-1.429, -1.179, -0.714], [-2.227, 0.115, 0.578], [-2.077, -2.539, -0.421], [-3.590, -2.519, -0.465], [-4.229, -2.411, -1.474], [-4.190, -2.695, 0.758], [-1.703, -0.812, -2.043], [-2.281, 0.401, -2.363], [-3.578, 0.281, -2.791], [-1.626, 1.407, -2.384], [0.629, 1.188, -1.150], [2.144, 1.034, -0.243], [0.727, 1.735, 0.541], [1.837, -1.548, -1.466], [0.719, -0.547, -2.411], [0.492, -2.325, -2.285], [-1.713, -3.205, -1.210], [-1.733, -2.879, 0.554], [-4.386, -1.841, 1.167], [-4.214, -0.190, -2.160], [-3.930, 1.192, -3.060], [2.733, 1.250, -2.798], [3.495, 2.159, -2.772], [3.941, 2.830, -3.856], [4.650, 3.992, -3.413], [5.068, 3.594, -2.010], [4.039, 2.671, -1.641], [5.485, 4.194, -4.077], [3.966, 4.842, -3.419], [6.027, 3.074, -1.992], [5.093, 4.424, -1.309], [-3.649, -1.901, 5.823], [-2.539, -1.634, 5.497], [-1.958, -0.421, 5.665], [-0.563, -0.541, 5.366], [-0.536, -1.751, 4.455], [-1.679, -2.492, 4.903], [-0.202, 0.366, 4.890], [-0.018, -0.705, 6.297], [-0.673, -1.483, 3.407], [0.364, -2.352, 4.553]]
}

{
  "formula": "C2H2OS",
  "method": "ωB97M-V/def2-TZVPD",
  "gap_ev": [7.597, 9.135],
  "total_charge": 0,
  "e_lumo_ev": [0.49, -1.33],
  "homo_ev": [-7.1, -10.5],
  "relative_energy_kcal_mol": 29.4,
  "multiplicity": 3,
  "s2": 2.008,
  "symbols": ["C", "C", "O", "S", "H", "H"],
  "coordinates": [[2.624, -0.173, 0.143], [0.096, 0.406, 0.084], [2.788, -1.311, -0.101], [1.649, 1.206, -0.019], [-0.066, -0.212, -0.669], [-0.614, 0.392, 1.031]]
}